# 1
Below is C4H5NO2 as an isolated structure at a distorted geometry, with properties calculated with ωB97M-V/def2-TZVPD.

Values from the calculation:
F_max: 1.521 eV Å⁻¹
E: -9812.0773 eV
E_HOMO: -9.0 eV
energy above the lowest of the compared OMol25 structures with the same formula, charge and spin: 2.237 eV
net charge: 0

```
12
Properties=species:S:1:pos:R:3:forces:R:3
O -1.094 2.183 -1.029 0.1 -0.2 -1.1
O -2.003 0.135 -0.736 -0.1 0.5 0.2
N 0.145 0.179 -1.298 0.0 0.1 0.0
C -1.030 0.998 -1.128 0.1 0.9 -0.2
C -1.250 -0.364 0.366 0.3 0.0 0.1
C 1.235 -0.782 0.797 0.0 0.0 0.0
C 0.047 -0.419 -0.013 -0.1 0.0 0.3
H 1.899 0.080 0.929 -0.1 -0.1 0.0
H 0.908 -1.137 1.778 0.1 0.1 -0.1
H 1.808 -1.582 0.313 -0.1 0.1 0.1
H 0.987 0.733 -1.412 0.0 -0.1 -0.1
H -1.538 0.175 1.258 -0.3 -1.3 0.8
```
Positions in Å, forces in eV/Å.



# 2
Below is an isolated molecule of C4H5NO2 at a distorted geometry, with properties calculated with ωB97M-V/def2-TZVPD.

Values from the calculation:
F_max: 3.665 eV Å⁻¹
E: -9810.5215 eV
E_HOMO: -9.2 eV
SMILES: C1=COC=NOC1
energy above the lowest of the compared OMol25 structures with the same formula, charge and spin: 3.793 eV
net charge: 0

```
12
Properties=species:S:1:pos:R:3:forces:R:3
O -0.234 1.342 0.411 -0.1 -0.3 -0.2
O -0.549 -0.993 -1.043 -0.2 0.2 0.0
N -1.343 0.511 0.665 -0.3 -2.5 -1.6
C -1.408 -0.550 -0.112 1.4 3.0 1.7
C 1.563 -0.260 0.014 -3.1 -0.3 -1.9
C 0.978 0.808 0.922 0.9 0.6 0.9
C 0.814 -0.903 -0.927 0.6 0.8 1.4
H 0.808 0.470 1.969 0.1 0.0 -0.6
H 1.190 -1.500 -1.739 0.6 -0.1 0.1
H 1.641 1.721 1.022 -0.4 -1.2 -0.4
H -2.218 -1.215 -0.022 -1.2 -0.4 0.3
H 2.568 -0.410 -0.220 1.8 0.2 0.4
```
Positions in Å, forces in eV/Å.



# 3
Below is an isolated molecule of C4H5NO2 at a distorted geometry, with properties calculated with ωB97M-V/def2-TZVPD.

Values from the calculation:
F_max: 4.337 eV Å⁻¹
E: -9811.2694 eV
E_HOMO: -9.1 eV
SMILES: [H]/N=C(/C=O)C(C)=O
energy above the lowest of the compared OMol25 structures with the same formula, charge and spin: 3.045 eV
net charge: 0

```
12
Properties=species:S:1:pos:R:3:forces:R:3
O -0.062 -1.690 -0.919 0.4 1.1 -0.5
O 0.077 1.395 -1.063 -3.1 1.1 1.3
N -2.259 -0.383 0.604 1.3 0.8 0.5
C 1.625 -0.351 0.133 0.3 0.2 -0.6
C -1.133 0.173 0.385 0.7 -3.0 -2.7
C -0.894 1.440 -0.267 2.5 1.3 -0.7
C 0.252 -0.652 -0.396 -2.0 -1.9 3.4
H 1.635 0.533 0.765 0.0 -0.1 0.0
H -2.119 -1.395 0.739 -0.1 0.2 -0.2
H 1.987 -1.229 0.671 -0.1 0.1 0.0
H 2.289 -0.192 -0.722 0.1 0.1 0.1
H -1.399 2.352 0.070 0.0 0.3 -0.6
```
Positions in Å, forces in eV/Å.



# 4
Below is an isolated molecule of C4H5NO2 at a distorted geometry, with properties calculated with ωB97M-V/def2-TZVPD.

Values from the calculation:
F_max: 2.542 eV Å⁻¹
E: -9809.6591 eV
E_HOMO: -9.1 eV
energy above the lowest of the compared OMol25 structures with the same formula, charge and spin: 4.656 eV
net charge: 0

```
12
Properties=species:S:1:pos:R:3:forces:R:3
O -2.375 -0.925 -0.593 0.4 0.0 0.4
O 2.479 -0.386 -0.659 -1.3 -0.4 -1.1
N -0.786 -0.031 0.808 -0.2 0.1 0.1
C 0.603 0.336 0.577 0.4 0.0 0.3
C -1.401 -1.075 0.100 -0.2 0.0 -0.3
C 1.163 -0.286 -0.596 -1.3 0.3 0.5
C -0.567 1.227 0.191 -0.2 0.2 0.0
H 2.166 -0.782 -1.527 2.5 -0.2 -0.2
H -0.736 2.105 0.805 0.1 -0.1 -0.1
H -0.815 1.314 -0.866 0.1 -0.1 0.2
H -0.955 -2.059 0.324 0.0 0.1 0.0
H 1.224 0.564 1.435 -0.1 0.1 0.2
```
Positions in Å, forces in eV/Å.



# 5
Below is a 2-piece molecular cluster, C4H5NO2 overall at a distorted geometry, with properties calculated with ωB97M-V/def2-TZVPD.

Values from the calculation:
F_max: 7.470 eV Å⁻¹
E: -9808.7212 eV
E_HOMO: -9.8 eV
energy above the lowest of the compared OMol25 structures with the same formula, charge and spin: 5.594 eV
net charge: 0

```
12
Properties=species:S:1:pos:R:3:forces:R:3
O -0.956 0.111 2.064 1.1 -0.1 -0.4
O 1.330 0.768 -1.344 0.7 -1.3 5.0
N 1.757 -0.001 0.932 0.5 6.9 1.4
C -0.422 -0.099 -0.333 -1.0 -3.0 2.0
C -1.199 -0.169 0.918 -4.8 0.4 -0.8
C 0.984 0.273 -0.178 1.0 2.0 -7.1
C -0.855 -0.778 -1.434 2.1 2.8 -0.8
H 1.155 0.452 1.731 1.0 -1.9 -1.2
H -2.378 -0.386 0.643 2.3 0.1 0.6
H -1.914 -1.023 -1.650 1.0 -0.2 0.4
H 0.016 -0.621 -2.220 -2.3 -1.1 1.0
H 2.481 1.471 0.872 -1.5 -4.5 0.0
```
Positions in Å, forces in eV/Å.



# 6
Below is an isolated molecule of C4H5NO2 at a distorted geometry, with properties calculated with ωB97M-V/def2-TZVPD.

Values from the calculation:
F_max: 10.688 eV Å⁻¹
E: -9810.8988 eV
E_HOMO: -9.9 eV
SMILES: O=C1OC[C@H]2CN12
energy above the lowest of the compared OMol25 structures with the same formula, charge and spin: 3.416 eV
net charge: 0

```
12
Properties=species:S:1:pos:R:3:forces:R:3
O 0.338 2.714 0.479 0.6 -3.0 0.1
O 1.406 0.786 0.051 1.2 -2.5 -1.8
N -0.987 0.736 0.205 1.5 -0.2 -0.4
C -0.626 -0.397 -0.631 2.3 -1.4 2.3
C -0.961 -0.636 0.925 0.1 2.1 -4.4
C 0.377 1.500 0.307 -4.5 4.0 0.5
C 0.984 -0.436 -0.745 -4.0 -0.7 9.9
H -1.964 -0.965 1.184 0.6 0.0 0.4
H 1.247 -0.378 -1.657 2.7 0.3 -6.2
H -1.013 -0.889 -1.547 -0.9 1.0 1.0
H 1.232 -1.303 -0.015 0.6 1.2 -2.3
H -0.033 -0.731 1.443 -0.1 -0.7 1.0
```
Positions in Å, forces in eV/Å.



# 7
Below is an isolated molecule of C4H5NO2 at a distorted geometry, with properties calculated with ωB97M-V/def2-TZVPD.

Values from the calculation:
F_max: 1.705 eV Å⁻¹
E: -9808.6461 eV
E_HOMO: -8.4 eV
SMILES: COC1=C=CON1
energy above the lowest of the compared OMol25 structures with the same formula, charge and spin: 5.669 eV
net charge: 0

```
12
Properties=species:S:1:pos:R:3:forces:R:3
O -0.312 -0.565 -1.344 0.0 0.3 -0.1
O 0.342 1.289 1.455 0.5 0.3 -0.1
N 0.280 0.072 0.797 0.5 -0.1 -0.8
C 0.054 1.808 -0.828 -0.5 0.0 0.3
C -0.509 -1.876 -0.780 0.0 -0.2 0.0
C -0.049 0.445 -0.540 -0.6 0.1 -0.4
C 0.238 2.238 0.457 0.0 0.1 -0.1
H -1.296 -1.862 -0.022 0.1 0.1 -0.1
H 0.345 3.230 0.895 -0.1 -0.2 -0.2
H 1.251 -0.047 0.395 0.1 -0.7 1.6
H -0.800 -2.509 -1.617 0.0 0.1 0.1
H 0.412 -2.263 -0.332 -0.1 0.1 -0.1
```
Positions in Å, forces in eV/Å.



# 8
Below is C4H5NO2 as an isolated structure, with properties calculated with ωB97M-V/def2-TZVPD.

Values from the calculation:
F_max: 0.653 eV Å⁻¹
E: -9812.4421 eV
E_HOMO: -9.7 eV
energy above the lowest of the compared OMol25 structures with the same formula, charge and spin: 1.873 eV
net charge: 0

```
12
Properties=species:S:1:pos:R:3:forces:R:3
O -0.314 2.516 -0.310 0.3 -0.6 0.0
O 1.347 1.177 0.583 0.0 0.1 0.0
N -1.615 -0.472 -0.019 -0.1 0.1 0.0
C 0.907 -0.182 0.793 0.0 -0.3 0.2
C -0.291 0.010 -0.120 0.0 0.0 0.1
C 0.881 -0.896 -0.494 0.1 -0.1 -0.1
C 0.162 1.447 -0.083 -0.3 0.5 -0.2
H 1.584 -0.626 -1.278 -0.1 0.0 0.1
H -2.201 0.187 0.485 0.0 -0.1 0.0
H 0.947 -0.574 1.800 0.0 0.0 -0.1
H -2.034 -0.635 -0.928 0.1 0.0 0.1
H 0.627 -1.952 -0.429 0.0 0.2 0.0
```
Positions in Å, forces in eV/Å.



# 9
Below is an isolated molecule of C4H5NO2 at a distorted geometry, with properties calculated with ωB97M-V/def2-TZVPD.

Values from the calculation:
F_max: 5.511 eV Å⁻¹
E: -9809.5773 eV
E_HOMO: -8.3 eV
SMILES: O=CC1=C([O-])C[NH2+]1
energy above the lowest of the compared OMol25 structures with the same formula, charge and spin: 4.738 eV
net charge: 0

```
12
Properties=species:S:1:pos:R:3:forces:R:3
O 0.462 -2.753 0.550 0.4 0.3 -0.7
O -0.510 1.387 2.512 0.0 -0.8 -0.3
N -0.135 0.515 -0.104 3.1 -0.2 -0.4
C 0.205 -1.617 0.251 -1.3 1.3 -0.3
C -0.615 -0.563 0.760 0.1 1.2 5.4
C 0.591 -0.538 -0.982 2.9 -0.7 3.2
C -0.723 0.200 2.450 0.4 -0.3 -3.8
H -0.912 0.841 -0.611 -0.8 1.6 -0.6
H 0.291 -0.603 -2.005 -0.2 0.0 -0.5
H -1.005 -0.343 3.348 -0.1 -0.7 0.0
H 1.736 -0.406 -0.769 -2.0 0.1 -1.1
H 0.586 1.276 0.294 -2.4 -1.8 -0.9
```
Positions in Å, forces in eV/Å.



# 10
Below is a 2-piece molecular cluster, C4H5NO2 overall at a distorted geometry, with properties calculated with ωB97M-V/def2-TZVPD.

Values from the calculation:
F_max: 4.146 eV Å⁻¹
E: -9809.2337 eV
E_HOMO: -9.1 eV
SMILES: C#[N+][O-].CC=C=O
energy above the lowest of the compared OMol25 structures with the same formula, charge and spin: 5.081 eV
net charge: 0

```
12
Properties=species:S:1:pos:R:3:forces:R:3
O -2.863 -0.674 0.518 0.6 -0.2 0.5
O 1.300 -1.930 -0.594 -1.1 2.5 1.1
N -2.146 -0.884 -0.415 -2.1 0.8 0.7
C 1.091 1.497 0.429 -0.6 -0.8 -0.8
C -1.685 -0.901 -1.475 2.0 -1.5 -1.7
C 0.949 -0.959 0.020 1.5 -3.6 -1.3
C 0.651 0.051 0.744 -0.4 2.2 2.0
H 1.004 2.124 1.349 -0.2 -0.5 -1.0
H 2.164 1.388 0.188 -0.6 0.8 -0.4
H 0.387 1.808 -0.431 1.6 0.3 1.3
H 0.139 0.016 1.717 0.0 -0.9 -0.8
H -0.991 -1.537 -2.048 -0.6 0.9 0.3
```
Positions in Å, forces in eV/Å.



# 11
Below is a 2-piece molecular cluster, C4H5NO2 overall at a distorted geometry, with properties calculated with ωB97M-V/def2-TZVPD.

Values from the calculation:
F_max: 5.598 eV Å⁻¹
E: -9808.8485 eV
E_HOMO: -8.6 eV
energy above the lowest of the compared OMol25 structures with the same formula, charge and spin: 5.466 eV
net charge: 0

```
12
Properties=species:S:1:pos:R:3:forces:R:3
O 1.140 -0.903 -1.202 -1.5 0.6 0.9
O -0.580 0.006 0.010 -2.3 -0.1 0.9
N 2.287 2.080 0.843 2.1 0.4 -0.4
C 3.217 1.192 0.909 -3.2 0.1 0.6
C 1.820 0.763 1.110 -0.2 -2.1 -4.1
C 0.613 -0.268 -0.320 5.4 0.9 0.9
C -1.778 -0.457 -0.691 0.0 3.4 -2.9
H 4.262 0.998 1.084 0.1 0.4 -0.5
H -2.605 0.142 -0.170 1.0 -1.8 -0.6
H 1.436 0.555 2.036 -1.2 -0.6 2.2
H -1.705 0.111 -1.778 -0.3 -1.8 2.5
H -1.834 -1.542 -0.866 -0.1 0.5 0.6
```
Positions in Å, forces in eV/Å.



# 12
Below is an isolated molecule of C4H5NO2, with properties calculated with ωB97M-V/def2-TZVPD.

Values from the calculation:
F_max: 0.730 eV Å⁻¹
E: -9811.9064 eV
E_HOMO: -9.9 eV
SMILES: O=C[C@H]1CN1C=O
energy above the lowest of the compared OMol25 structures with the same formula, charge and spin: 2.408 eV
net charge: 0

```
12
Properties=species:S:1:pos:R:3:forces:R:3
O -0.833 -1.138 -1.119 -0.6 -0.1 0.4
O 1.671 0.446 -1.600 0.0 -0.4 0.1
N -0.704 -0.136 0.974 0.4 -0.4 0.0
C 0.662 0.313 0.520 0.0 0.0 0.1
C -0.475 1.206 0.382 0.0 0.4 -0.1
C -1.192 -1.079 0.034 0.1 -0.2 -0.5
C 1.292 -0.283 -0.719 0.5 0.5 -0.2
H -0.847 1.371 -0.625 0.0 0.0 0.1
H -0.602 2.014 1.093 -0.1 -0.1 -0.1
H -1.889 -1.821 0.445 -0.1 0.2 0.1
H 1.523 -1.368 -0.697 0.0 0.3 -0.1
H 1.394 0.474 1.312 -0.3 -0.1 0.0
```
Positions in Å, forces in eV/Å.



Q: Among the records above, which one has the highest energy above the lowest of the compared OMol25 structures with the same formula, charge and spin?
A: number 7



Q: Which value of F_max does entry 5 give?
A: 7.470 eV Å⁻¹